# 1
DFT (ωB97M-V with the def2-TZVPD basis set) results for a cluster of 2 separate species, C3H11NO2 in total at a distorted geometry.

The calculation puts the frontier orbital gap at 0.394 hartree. As for the energy: -326.09976 a.u. The energy relative to the best compared isomer or geometry (same formula, charge and spin) is 83.3 kJ/mol. The multiplicity is 1. Its structure (SMILES) is CCO.NCO. As for the LUMO energy: 0.0259 hartree. As for the total charge: 0.

Each atom is followed by the atoms it is bonded to, with distances in Å.
Cartesian coordinates (Å):
1 O 3.99554 -0.85724 0.01100  C5 1.437, H16 0.965
2 O -3.57967 1.00108 -2.60968  C4 1.454, H13 0.971
3 N 3.58656 -0.81274 2.33879  C5 1.434, H15 1.015, H17 1.012
4 C -3.33699 0.38747 -1.31450  O2 1.454, C6 1.525, H7 1.086, H9 1.092
5 C 3.21453 -1.40328 1.08638  O1 1.437, N3 1.434, H11 1.083, H12 1.081
6 C -3.06234 1.41735 -0.22401  C4 1.525, H8 1.093, H10 1.087, H14 1.092
7 H -4.26658 -0.14869 -1.14533  C4 1.086
8 H -2.08386 1.25852 0.23635  C6 1.093
9 H -2.50108 -0.30514 -1.43637  C4 1.092
10 H -3.89838 1.49341 0.46681  C6 1.087
11 H 2.16958 -1.16591 0.92947  C5 1.083
12 H 3.41987 -2.46382 1.13664  C5 1.081
13 H -2.73128 1.39354 -2.87334  O2 0.971
14 H -2.95536 2.41000 -0.66745  C6 1.092
15 H 3.35950 0.17612 2.35094  N3 1.015
16 H 4.07576 -1.51154 -0.69385  O1 0.965
17 H 4.59421 -0.86913 2.40815  N3 1.012

=====

# 2
DFT (ωB97M-V with the def2-TZVPD basis set) results for a cluster of 2 separate species, C3H11NO2S in total at a distorted geometry.

The calculation puts the frontier orbital gap (spin up / spin down) at 0.087 / 0.347 hartree. As for the energy: -724.23571 a.u. The energy relative to the best compared isomer or geometry (same formula, charge and spin) is 128.7 kJ/mol. The multiplicity is 2. As for the expectation value of S²: 0.7504. As for the LUMO energy (spin up / spin down): 0.1197 / 0.1324 hartree. As for the total charge: -1.

Each atom is followed by the atoms it is bonded to, with distances in Å.
Cartesian coordinates (Å):
1 S 0.95420 -2.94989 -0.90025  C7 1.867, H17 1.378
2 O 2.68031 1.00174 -0.94735  H11 0.972, H15 0.984
3 O -0.76695 2.34736 -0.05807  C6 1.428, H12 0.925
4 N -0.99170 0.17218 0.97139  C5 1.473, C6 1.427, H9 1.062
5 C -0.12963 -0.38781 -0.08393  N4 1.473, C7 1.538, H8 1.076, H18 1.116
6 C -0.84640 1.58076 1.14438  O3 1.428, N4 1.427, H13 1.062, H16 1.132
7 C -0.19028 -1.90804 0.14332  S1 1.867, C5 1.538, H10 1.117, H14 1.056
8 H 0.85794 0.02265 0.03183  C5 1.076
9 H -1.97310 -0.23250 0.92784  N4 1.062
10 H 0.13475 -2.01232 1.20732  C7 1.117
11 H 2.06996 0.45826 -0.42083  O2 0.972
12 H -1.54319 2.33719 -0.56164  O3 0.925
13 H 0.14467 1.74470 1.48815  C6 1.062
14 H -1.12078 -2.40580 0.18666  C7 1.056
15 H 2.23635 1.01419 -1.82526  O2 0.984
16 H -1.46429 2.09967 1.93870  C6 1.132
17 H 0.38759 -2.86965 -2.15411  S1 1.378
18 H -0.43945 -0.01268 -1.08816  C5 1.116

=====

# 3
DFT (ωB97M-V with the def2-TZVPD basis set) results for a cluster of 2 separate species, C3H11NO2S in total.

The calculation puts the frontier orbital gap at 0.362 hartree. As for the energy: -724.29854 a.u. The energy relative to the best compared isomer or geometry (same formula, charge and spin) is 34.6 kJ/mol. The multiplicity is 1. Its structure (SMILES) is OCNCCS.O. As for the LUMO energy: 0.0279 hartree. As for the total charge: 0.

Each atom is followed by the atoms it is bonded to, with distances in Å.
Cartesian coordinates (Å):
1 S -2.12708 0.66403 1.85150  C6 1.827, H16 1.340
2 O 1.71737 -0.78345 -1.99164  C5 1.417, H9 0.965
3 O -2.94895 -1.61334 -1.13121  H10 0.962, H13 0.960
4 N 1.27058 0.85001 -0.38581  C5 1.428, C7 1.461, H15 1.007
5 C 2.24106 -0.07049 -0.88505  O2 1.417, N4 1.428, H8 1.099, H11 1.095
6 C -0.43378 1.15616 1.37389  S1 1.827, C7 1.513, H12 1.086, H17 1.089
7 C 0.11312 0.26064 0.28337  N4 1.461, C6 1.513, H14 1.086, H18 1.088
8 H 2.49872 -0.85262 -0.15788  C5 1.099
9 H 1.35413 -0.12316 -2.59439  O2 0.965
10 H -2.18506 -2.15192 -0.90463  O3 0.962
11 H 3.13815 0.49555 -1.15549  C5 1.095
12 H -0.58750 2.15376 0.97360  C6 1.086
13 H -3.70366 -2.02376 -0.70229  O3 0.960
14 H -0.68346 0.09935 -0.43725  C7 1.086
15 H 1.66987 1.64055 0.09395  N4 1.007
16 H -1.85073 -0.24879 2.79211  S1 1.340
17 H 0.15050 1.26316 2.28641  C6 1.089
18 H 0.36674 -0.71568 0.69082  C7 1.088

=====

# 4
DFT (ωB97M-V with the def2-TZVPD basis set) results for a cluster of 2 separate species, C3H11NO2S in total at a distorted geometry.

The calculation puts the frontier orbital gap at 0.360 hartree. As for the energy: -724.28681 a.u. The energy relative to the best compared isomer or geometry (same formula, charge and spin) is 65.4 kJ/mol. The multiplicity is 1. Its structure (SMILES) is N[C@H](CO)CS.O. As for the LUMO energy: 0.0258 hartree. As for the total charge: 0.

Each atom is followed by the atoms it is bonded to, with distances in Å.
Cartesian coordinates (Å):
1 S 0.62210 2.44422 -1.39448  C5 1.806, H18 1.341
2 O -2.06815 -1.05673 1.38253  C6 1.445, H12 0.972
3 O 2.23163 -1.79115 -0.66369  H11 0.956, H17 0.957
4 N 0.26713 0.80044 1.29145  C7 1.459, H13 0.998, H15 1.005
5 C 0.06678 0.74000 -1.17692  S1 1.806, C7 1.549, H8 1.095, H16 1.118
6 C -1.22787 -0.91319 0.21548  O2 1.445, C7 1.539, H9 1.088, H14 1.065
7 C -0.63554 0.50665 0.18359  N4 1.459, C5 1.549, C6 1.539, H10 1.090
8 H -0.52433 0.60316 -2.08796  C5 1.095
9 H -0.50034 -1.69599 0.41839  C6 1.088
10 H -1.47627 1.18992 0.30452  C7 1.090
11 H 1.72487 -2.30297 -1.29184  O3 0.956
12 H -1.76176 -0.41014 2.04109  O2 0.972
13 H -0.16653 1.17469 2.10839  N4 0.998
14 H -1.84267 -1.05939 -0.64178  C6 1.065
15 H 0.98112 0.10450 1.41692  N4 1.005
16 H 0.84469 -0.05993 -1.10945  C5 1.118
17 H 2.18324 -0.84086 -0.76286  O3 0.957
18 H 1.28191 2.56677 -0.23339  S1 1.341

=====

# 5
DFT (ωB97M-V with the def2-TZVPD basis set) results for a cluster of 2 separate species, C3H11NO2S in total at a distorted geometry.

The calculation puts the frontier orbital gap at 0.349 hartree. As for the energy: -724.29151 a.u. The energy relative to the best compared isomer or geometry (same formula, charge and spin) is 53.1 kJ/mol. The multiplicity is 1. Its structure (SMILES) is N[C@@H](CO)CS.O. As for the LUMO energy: 0.0081 hartree. As for the total charge: 0.

Each atom is followed by the atoms it is bonded to, with distances in Å.
Cartesian coordinates (Å):
1 S 2.28204 0.58906 -1.23349  C5 1.825, H11 1.344
2 O -2.71216 -0.04679 -1.52864  C7 1.437, H8 0.972
3 O 1.96621 -2.49453 3.25603  H10 0.968, H14 0.969
4 N -0.57472 -0.53775 0.45811  C6 1.478, H9 1.013, H15 1.014
5 C 0.71629 1.30693 -0.62916  S1 1.825, C6 1.570, H12 1.083, H18 1.094
6 C -0.45321 0.26944 -0.77385  N4 1.478, C5 1.570, C7 1.510, H17 1.082
7 C -1.74948 0.94914 -1.14551  O2 1.437, C6 1.510, H13 1.100, H16 1.090
8 H -2.52295 -0.82584 -0.97971  O2 0.972
9 H 0.05664 -1.32603 0.53112  N4 1.013
10 H 1.81734 -1.54134 3.33465  O3 0.968
11 H 2.60584 -0.03264 -0.08715  S1 1.344
12 H 0.65779 1.66453 0.39141  C5 1.083
13 H -2.14505 1.57495 -0.33258  C7 1.100
14 H 1.74181 -2.79398 2.36223  O3 0.969
15 H -0.44687 0.04256 1.27935  N4 1.014
16 H -1.72638 1.61570 -2.00715  C7 1.090
17 H -0.10800 -0.47204 -1.48167  C6 1.082
18 H 0.59487 2.05864 -1.41398  C5 1.094

=====

# 6
DFT (ωB97M-V with the def2-TZVPD basis set) results for a cluster of 2 separate species, C3H11NO2SSi in total at a distorted geometry.

The calculation puts the frontier orbital gap at 0.369 hartree. As for the energy: -1013.71484 a.u. The energy relative to the best compared isomer or geometry (same formula, charge and spin) is 308.4 kJ/mol. The multiplicity is 1. As for the LUMO energy: 0.0235 hartree. As for the total charge: 0.

Each atom is followed by the atoms it is bonded to, with distances in Å.
Cartesian coordinates (Å):
1 S 0.61195 1.05799 -2.43094  O3 1.435, O4 1.693, N5 1.757
2 Si 0.03018 -0.76909 2.01401  C7 1.923, C8 1.899, H9 1.607, H17 1.473
3 O 0.71883 1.07139 -0.99961  S1 1.435
4 O 1.73026 2.04640 -3.22988  S1 1.693, H13 0.939
5 N 1.32535 -0.41065 -3.07952  S1 1.757, H11 0.981, H16 0.999
6 C -1.53886 1.30773 0.80567  C7 1.303, H12 1.070, H15 1.028
7 C -1.10292 0.08325 0.71471  Si2 1.923, C6 1.303, H19 1.035
8 C 1.17726 0.52181 2.80276  Si2 1.899, H10 1.168, H14 1.071, H18 1.042
9 H -0.96040 -1.36075 3.13326  Si2 1.607
10 H 1.90833 0.22427 3.66320  C8 1.168
11 H 0.62214 -1.02418 -3.38120  N5 0.981
12 H -1.23062 1.88018 1.65550  C6 1.070
13 H 2.11156 2.73701 -2.72036  O4 0.939
14 H 1.65664 0.98243 1.96265  C8 1.071
15 H -2.15663 1.83992 0.18024  C6 1.028
16 H 2.06028 -0.41202 -3.75614  N5 0.999
17 H 0.73992 -1.89491 1.38287  Si2 1.473
18 H 0.78920 1.31157 3.36066  C8 1.042
19 H -1.47202 -0.48313 -0.06847  C7 1.035

=====

# 7
DFT (ωB97M-V with the def2-TZVPD basis set) results for a cluster of 4 separate species, C3H11NO3 in total at a distorted geometry.

The calculation puts the frontier orbital gap at 0.346 hartree. As for the energy: -401.30867 a.u. The energy relative to the best compared isomer or geometry (same formula, charge and spin) is 274.1 kJ/mol. The multiplicity is 1. Its structure (SMILES) is C=CN=C.O.O.O. As for the LUMO energy: 0.0283 hartree. As for the total charge: 0.

Each atom is followed by the atoms it is bonded to, with distances in Å.
Cartesian coordinates (Å):
1 O -1.98344 -1.70001 1.27094  H10 0.956, H16 0.985
2 O -1.07273 -1.53577 -1.35799  H13 0.978, H15 0.942
3 O 0.68834 0.39824 -2.31985  H11 0.937, H12 0.939
4 N -0.17782 0.84791 0.79604  C5 1.293, C7 1.375
5 C -0.48742 1.73061 -0.09667  N4 1.293, H14 1.172, H18 1.043
6 C 2.06129 0.15092 1.21202  C7 1.396, H9 1.085, H17 1.095
7 C 0.95175 0.91578 1.57770  N4 1.375, C6 1.396, H8 1.089
8 H 0.98718 1.54739 2.46399  C7 1.089
9 H 3.03699 0.16415 1.68722  C6 1.085
10 H -2.49119 -0.93814 0.99582  O1 0.956
11 H 0.31974 -0.44796 -2.16089  O3 0.937
12 H 1.57153 0.26648 -2.61064  O3 0.939
13 H -1.14579 -1.99782 -0.49924  O2 0.978
14 H -1.27437 1.51698 -0.93787  C5 1.172
15 H -1.82841 -1.77427 -1.86739  O2 0.942
16 H -1.19008 -1.25946 1.65311  O1 0.985
17 H 1.98595 -0.50886 0.34122  C6 1.095
18 H 0.04846 2.62383 -0.14753  C5 1.043

=====

# 8
DFT (ωB97M-V with the def2-TZVPD basis set) results for a cluster of 2 separate species, C3H11NO3 in total at a distorted geometry.

The calculation puts the frontier orbital gap at 0.396 hartree. As for the energy: -401.35221 a.u. The energy relative to the best compared isomer or geometry (same formula, charge and spin) is 159.7 kJ/mol. The multiplicity is 1. Its structure (SMILES) is NC(CO)CO.O. As for the LUMO energy: 0.0211 hartree. As for the total charge: 0.

Each atom is followed by the atoms it is bonded to, with distances in Å.
Cartesian coordinates (Å):
1 O 0.90880 -1.30850 1.36713  C7 1.426, H12 0.968
2 O 2.21041 -2.07423 -1.01555  H10 0.967, H11 0.966
3 O -1.77047 2.23989 -0.64045  C5 1.428, H9 0.958
4 N 0.71470 0.78618 -0.49146  C6 1.468, H17 1.007, H18 1.007
5 C -1.73624 0.90536 -0.13296  O3 1.428, C6 1.513, H8 1.094, H13 1.094
6 C -0.39041 0.50967 0.43479  N4 1.468, C5 1.513, C7 1.520, H15 1.092
7 C -0.29340 -0.98887 0.66929  O1 1.426, C6 1.520, H14 1.092, H16 1.095
8 H -2.55591 0.91476 0.59096  C5 1.094
9 H -1.01702 2.80004 -0.44819  O3 0.958
10 H 2.26781 -2.50299 -0.15034  O2 0.967
11 H 2.12954 -1.14229 -0.77343  O2 0.966
12 H 1.56736 -0.66074 1.07906  O1 0.968
13 H -2.03542 0.25374 -0.95925  C5 1.094
14 H -1.07117 -1.42230 1.30201  C7 1.092
15 H -0.21523 1.04412 1.37070  C6 1.092
16 H -0.29909 -1.54286 -0.27510  C7 1.095
17 H 1.06873 1.72934 -0.50336  N4 1.007
18 H 0.51700 0.45966 -1.42382  N4 1.007